A structure of composition C45H46N8O4PbSi. Source: the OMol25 dataset; level of theory: ωB97M-V/def2-TZVPD.

Atoms and positions in Å:
Pb: 1.1271 -0.1857 0.5561
O: -0.6931 -4.1278 1.3628
C: -0.3090 -2.9840 1.3416
N: 0.5072 -2.4075 0.4030
C: 0.7673 -3.0765 -0.7796
O: 0.0750 -3.9162 -1.3034
C: 2.0497 -2.6259 -1.4423
C: 2.6294 -3.4012 -2.4355
C: 3.8359 -2.9906 -2.9788
C: 4.4106 -1.8108 -2.5219
C: 3.7368 -1.0698 -1.5669
N: 2.5839 -1.4736 -1.0395
C: -0.6913 -2.0700 2.4842
C: -1.6241 -2.5424 3.3982
C: -1.9696 -1.7432 4.4740
C: -1.3656 -0.4986 4.5977
C: -0.4630 -0.0971 3.6298
N: -0.1268 -0.8667 2.5946
H: 2.1313 -4.3037 -2.7599
H: 4.3233 -3.5760 -3.7465
H: 5.3599 -1.4684 -2.9097
H: 4.1085 -0.1146 -1.2129
H: -2.0523 -3.5228 3.2364
H: -2.6883 -2.0860 5.2058
H: -1.6051 0.1527 5.4262
H: 0.0079 0.8786 3.6829
C: 3.2858 -2.2586 3.1500
C: 3.6948 -0.8573 2.8712
N: 3.1305 -0.0313 2.0093
C: 3.8415 1.1496 2.0527
C: 4.8425 1.0335 2.9624
N: 4.7346 -0.2392 3.4702
H: 2.6079 -2.6015 2.3705
H: 2.7760 -2.3305 4.1123
H: 4.1566 -2.9127 3.1813
H: 3.5861 1.9826 1.4183
H: 5.6001 1.7242 3.2860
H: 5.3318 -0.6374 4.1762
C: 4.1825 2.8675 -3.7740
C: 4.1914 3.9801 -2.8311
C: 3.5226 5.2344 -3.1623
C: 4.9580 3.8657 -1.5926
Si: 1.2989 3.0612 -1.3699
O: 2.4701 2.0818 -1.2542
C: 0.0617 2.9662 -2.7465
C: -0.5808 4.0800 -3.2952
C: -1.5182 3.9259 -4.3033
C: -1.8418 2.6585 -4.7688
C: -1.2311 1.5411 -4.2123
C: -0.2821 1.6936 -3.2181
C: 0.9650 4.2951 -0.0114
C: 0.9697 3.8221 1.3065
C: 0.6473 4.6546 2.3634
C: 0.3184 5.9829 2.1256
C: 0.3423 6.4782 0.8301
C: 0.6630 5.6429 -0.2279
H: 5.1740 2.7994 -4.2462
H: 3.4383 2.9787 -4.5592
H: 4.0332 1.9259 -3.2410
H: 4.2440 5.8487 -3.7256
H: 3.2477 5.8108 -2.2790
H: 2.6656 5.0906 -3.8216
H: 5.9990 4.1573 -1.8010
H: 4.9776 2.8386 -1.2334
H: 4.5902 4.5335 -0.8152
H: -0.3409 5.0767 -2.9430
H: -2.0043 4.7967 -4.7227
H: -2.5529 2.5431 -5.5754
H: -1.4960 0.5518 -4.5611
H: 0.2035 0.8162 -2.8043
H: 1.2136 2.7832 1.5006
H: 0.6448 4.2686 3.3742
H: 0.0488 6.6287 2.9499
H: 0.0995 7.5158 0.6446
H: 0.6751 6.0480 -1.2337
C: -4.6864 -8.3723 1.8229
C: -4.6716 -6.9320 1.4013
C: -5.3106 -5.9526 2.1588
C: -5.2964 -4.6199 1.7839
C: -4.6200 -4.2380 0.6258
N: -4.5513 -2.8958 0.1790
C: -5.3885 -1.8872 0.5509
O: -6.3654 -2.0081 1.2489
N: -5.1199 -0.6261 -0.0331
C: -3.9730 0.1455 -0.1494
C: -4.1638 1.4751 -0.5501
C: -3.1005 2.3447 -0.5823
C: -1.8563 1.8736 -0.2113
N: -1.6222 0.6085 0.1059
C: -2.6523 -0.2508 0.1305
C: -3.9497 -5.2012 -0.1228
C: -3.9932 -6.5286 0.2548
H: -5.6353 -8.6357 2.2886
H: -3.9016 -8.5555 2.5614
H: -4.5024 -9.0308 0.9759
H: -5.8397 -6.2449 3.0578
H: -5.8187 -3.8838 2.3737
H: -3.9830 -2.7578 -0.6407
H: -5.9585 -0.0654 -0.0236
H: -5.1588 1.8139 -0.8110
H: -3.2376 3.3805 -0.8606
H: -1.0173 2.5481 -0.1367
H: -2.4127 -1.2615 0.4287
H: -3.3746 -4.9106 -0.9946
H: -3.4902 -7.2694 -0.3537

Values from the calculation:
gap between HOMO and LUMO: 3.58 eV
net charge: +2
HOMO level: -11.06 eV

These are the Mulliken partial charges, in e, on atoms 1 to 4:
1. Pb 1.07
2. O -0.61
3. C -0.15
4. N 0.42

---

An isolated molecule of C3H3N3O. Source: the OMol25 dataset; level of theory: ωB97M-V/def2-TZVPD.

Atoms and positions in Å:
O: 2.1458 -0.4421 -0.1676
C: 1.0529 -0.0948 -0.5361
C: 0.4470 1.2437 -0.2306
N: -0.5001 1.2078 0.6232
N: -0.9507 -0.1306 0.9242
C: -0.8897 -0.9886 -0.2119
N: 0.0654 -0.9401 -1.0571
H: 0.7917 2.1894 -0.6366
H: -0.3922 -0.4491 1.7115
H: -1.7702 -1.5957 -0.4191

Values from the calculation:
gap between HOMO and LUMO: 9.80 eV
SMILES string: O=c1cn[nH]cn1
HOMO level: -9.88 eV

These are the Mulliken partial charges, in e, on atoms 1 to 4:
1. O -0.50
2. C 0.52
3. C -0.04
4. N -0.38

---

A cluster of 4 separate species, C24H60F2N3O6PS2 in total. Source: the OMol25 dataset; level of theory: ωB97M-V/def2-TZVPD.

Atoms and positions in Å:
C: 5.3601 -2.2874 -0.0165
C: 5.2551 -3.1977 -1.2114
C: 4.6181 -2.4449 -2.4346
O: 4.4865 -3.2138 -3.5286
C: 3.6282 -2.7740 -4.5702
N: 6.6520 -3.7408 -1.5654
H: 6.9620 -4.4340 -0.8995
H: 6.5560 -4.1935 -2.4632
H: 7.3534 -3.0195 -1.6538
H: 5.9771 -1.4062 -0.1923
H: 5.8573 -2.8026 0.8054
H: 4.3923 -1.9618 0.3648
H: 4.5945 -4.0199 -0.9363
H: 5.2968 -1.6536 -2.7528
H: 3.6414 -1.9822 -2.2931
H: 3.4507 -1.6986 -4.5584
H: 2.7042 -3.3313 -4.4157
H: 3.9403 -3.0885 -5.5660
C: 3.6188 2.8020 -1.5380
C: 3.4040 1.5179 -0.7624
C: 4.0341 1.4904 0.6238
O: 3.6839 0.2223 1.2061
C: 3.9486 0.1081 2.6340
N: 1.9237 1.2371 -0.7798
H: 1.5829 1.1856 -1.7291
H: 1.8295 0.2498 -0.5889
H: 1.3379 1.8570 -0.2388
H: 3.5230 3.7397 -0.9906
H: 2.8969 2.9440 -2.3422
H: 4.5865 2.8187 -2.0393
H: 3.6659 0.7978 -1.5376
H: 3.5745 2.2052 1.3064
H: 5.0999 1.7186 0.6296
H: 3.2597 0.8403 3.0551
H: 4.9926 0.3017 2.8802
H: 3.6391 -0.8472 3.0579
C: -1.8922 0.0022 -4.2243
C: -2.5682 1.2981 -3.8699
C: -3.0148 1.3729 -2.4025
C: -1.9400 0.9108 -1.3486
P: -2.5275 1.0950 0.5037
C: -1.3741 0.3905 1.8116
C: -1.9193 0.5940 3.2615
C: -1.0050 0.0634 4.3980
C: -1.3847 0.7402 5.7118
C: -3.9661 -0.0101 0.6031
C: -3.4713 -1.4889 0.4016
C: -4.7096 -2.4091 0.2196
C: -5.4328 -2.2408 -1.1386
C: -3.0812 2.7485 0.8686
C: -4.2293 2.9692 1.8995
C: -4.6365 4.3646 2.0498
C: -3.7771 5.1939 2.9894
H: -1.5692 -0.0345 -5.2647
H: -2.5987 -0.8254 -4.1614
H: -1.0263 -0.1949 -3.5923
H: -3.4447 1.4694 -4.4948
H: -1.8566 2.1203 -3.9464
H: -3.8896 0.7274 -2.3241
H: -3.3445 2.3765 -2.1342
H: -1.0545 1.5445 -1.3977
H: -1.4733 -0.0645 -1.4865
H: -0.3616 0.7478 1.6235
H: -1.1999 -0.6579 1.5697
H: -2.8947 0.1377 3.4297
H: -2.0259 1.6616 3.4538
H: 0.0328 0.3383 4.2096
H: -0.9836 -1.0247 4.4588
H: -2.3114 0.2755 6.0485
H: -1.5779 1.8110 5.6472
H: -0.7361 0.4679 6.5444
H: -4.5718 0.3545 -0.2266
H: -4.4204 0.1806 1.5754
H: -2.8121 -1.8904 1.1713
H: -2.9836 -1.5758 -0.5693
H: -5.3305 -2.3421 1.1129
H: -4.2518 -3.3929 0.1164
H: -6.0101 -1.3163 -1.1315
H: -6.2620 -2.9370 -1.2640
H: -4.6714 -2.2360 -1.9186
H: -3.3916 3.1450 -0.0981
H: -2.2004 3.3400 1.1186
H: -4.0477 2.5413 2.8854
H: -5.0754 2.4237 1.4817
H: -5.5425 4.4439 2.6505
H: -4.7339 4.9459 1.1329
H: -3.6630 4.9234 4.0392
H: -4.0721 6.2391 3.0826
H: -2.7530 5.1310 2.6216
N: 1.2638 -1.4536 -0.5413
S: 0.7769 -2.5863 -1.4502
O: -0.6646 -2.5578 -1.6222
O: 1.3875 -3.9242 -1.4961
F: 1.1871 -1.7637 -2.7795
S: 1.1842 -2.4682 0.8822
O: 2.3305 -3.3865 1.1044
O: -0.1534 -2.9065 1.1728
F: 1.3990 -1.3399 2.0736

Values from the calculation:
gap between HOMO and LUMO: 9.77 eV
net charge: +2
HOMO level: -14.68 eV

These are the Mulliken partial charges, in e, on atoms 1 to 4:
1. C -1.15
2. C 0.31
3. C -0.21
4. O -0.48

---

Question: gap between HOMO and LUMO of number 2 (C3H3N3O)?
Answer: 9.80 eV